i.
The following is a DFT calculation (ωB97M-V with the def2-TZVPD basis set) of one molecule with the formula C3H6O2.

```
11
C3H6O2 | OMol25 | ωB97M-V with the def2-TZVPD basis set
C 1.0943 0.3143 -0.9944
O 0.4222 1.0428 0.0128
C -0.7972 0.4641 0.3915
C -0.6347 -0.8847 1.0704
O -1.4246 -1.7891 0.9510
H 0.3906 -0.1374 -1.7068
H 1.7197 -0.4838 -0.5714
H 1.7382 1.0118 -1.5337
H -1.2520 1.1500 1.1178
H -1.4907 0.3452 -0.4551
H 0.2642 -0.9753 1.7181
```

Calculated values
E_HOMO (eV): -9.79
Orbital gap (eV): 10.734
Multiplicity: 1

Löwdin atomic charge list, values in e, 8 entries: -0.11 -0.19 -0.20 -0.24 0.06 0.09 0.09 0.09

---

ii.
The following is a DFT calculation (ωB97M-V with the def2-TZVPD basis set) of a 2-piece molecular cluster, C3H6O2 overall.

```
11
C3H6O2 | OMol25 | ωB97M-V with the def2-TZVPD basis set
O 2.8901 0.2296 -1.3717
C 3.8277 -0.2933 -0.8587
O 4.5264 -1.3516 -1.3291
H 4.2737 0.0501 0.0845
H 3.8929 -1.8313 -1.8822
C -2.7400 0.9037 0.6401
C -3.7219 0.1514 1.1133
H -2.0769 0.5574 -0.1422
H -2.4760 1.8090 1.1708
H -4.1112 -0.7194 0.6009
H -4.2847 0.4945 1.9743
```

Calculated values
E_HOMO (eV): -10.13
Orbital gap (eV): 10.913
Multiplicity: 1

Löwdin atomic charge list, values in e, 8 entries: 0.08 -0.40 0.07 0.14 0.11 -0.08 -0.09 0.04

---

Preferred: ii; penalty for the next structure: 14.6 kJ/mol.

---

i.
The following is a DFT calculation (ωB97M-V with the def2-TZVPD basis set) of a 2-piece molecular cluster, C3H6O2 overall.

```
11
C3H6O2 | OMol25 | ωB97M-V with the def2-TZVPD basis set
C -0.5680 -0.6141 1.0324
C 0.7615 -0.5798 0.9192
C 1.4629 0.2648 -0.0578
O 2.6859 0.4011 -0.0667
H -1.1071 -1.2385 1.7368
H -1.2131 0.0268 0.4513
H 1.4106 -1.0574 1.6428
H 0.8185 0.7838 -0.7920
O -1.6508 0.4978 -1.4440
H -1.6146 1.4680 -1.4320
H -0.9857 0.0476 -1.9900
```

Calculated values
E_HOMO (eV): -9.93
Orbital gap (eV): 10.192
Multiplicity: 1

Löwdin atomic charge list, values in e, 8 entries: 0.05 -0.13 -0.27 0.02 0.07 0.03 0.10 0.10

---

ii.
The following is a DFT calculation (ωB97M-V with the def2-TZVPD basis set) of one molecule with the formula C3H6O2.

```
11
C3H6O2 | OMol25 | ωB97M-V with the def2-TZVPD basis set
C -1.0727 0.0593 -0.5700
C 0.3109 -0.4263 -0.2000
O 0.3425 -1.7642 0.0461
C 1.1851 0.5633 0.5097
O 1.4128 0.1938 -0.8214
H -1.6117 -0.6904 -1.2327
H -0.9480 1.0086 -0.9594
H -1.5488 0.1026 0.4078
H 1.1957 -2.0292 0.1416
H 0.6883 1.5848 0.6114
H 1.9297 0.0831 1.1923
```

Calculated values
E_HOMO (eV): -9.76
Orbital gap (eV): 10.672
Multiplicity: 1

Löwdin atomic charge list, values in e, 8 entries: 0.02 -0.60 0.10 -0.09 -0.01 0.12 0.06 0.09

---

iii.
The following is a DFT calculation (ωB97M-V with the def2-TZVPD basis set) of a 2-piece molecular cluster, C3H6O2 overall.

```
11
C3H6O2 | OMol25 | ωB97M-V with the def2-TZVPD basis set
O 1.3251 -0.8455 0.5837
C 0.2002 -0.0784 0.8578
C -0.0166 1.3069 0.2162
O -1.3744 0.8615 -0.0589
C -1.2017 -0.4082 0.2886
H 1.2563 -1.1899 -0.3161
H 0.1020 -0.0169 1.9487
H -0.0003 2.2079 0.8361
H 0.5189 1.4705 -0.7223
H -0.6624 -1.6175 -1.5478
H -0.1470 -1.6906 -2.0860
```

Calculated values
E_HOMO (eV): -8.88
Orbital gap (eV): 9.401
Multiplicity: 1

Löwdin atomic charge list, values in e, 8 entries: -0.02 -0.39 -0.09 -0.07 0.01 0.06 0.15 0.12

---

iv.
The following is a DFT calculation (ωB97M-V with the def2-TZVPD basis set) of a 2-piece molecular cluster, C3H6O2 overall.

```
11
C3H6O2 | OMol25 | ωB97M-V with the def2-TZVPD basis set
C 1.2211 1.0299 0.4217
C 0.3191 0.6451 -0.8615
O 0.8315 0.1125 -1.8119
H 0.7533 1.8391 1.0019
H 2.2555 1.2701 0.1689
H 1.3765 0.1333 1.0225
H -0.6800 1.0069 -0.7316
C -1.5258 -1.4943 0.2465
O -2.6978 -1.1689 -0.0256
H -0.7320 -1.4773 -0.6188
H -1.1214 -1.8964 1.1879
```

Calculated values
E_HOMO (eV): -10.12
Orbital gap (eV): 10.245
Multiplicity: 1

Löwdin atomic charge list, values in e, 8 entries: -0.04 -0.30 0.03 0.07 0.07 0.06 0.09 -0.12

---

Preferred: i; penalty for the next structure: 30.4 kJ/mol.

---

i.
The following is a DFT calculation (ωB97M-V with the def2-TZVPD basis set) of one molecule with the formula C8H12OS.

```
22
C8H12OS | OMol25 | ωB97M-V with the def2-TZVPD basis set
C 2.1338 -1.7451 0.2252
C 2.0389 -0.4434 -0.0045
C 3.1590 0.4410 -0.4348
C 0.7063 0.3488 0.1991
O 0.6577 1.4413 -0.3202
C -0.6215 -0.0911 0.9950
C -1.7110 0.9544 0.8839
C -2.2931 0.8308 -0.5210
C -2.5474 -0.6464 -0.7822
S -1.2748 -1.5782 0.1464
H 3.0666 -2.2658 0.0733
H 1.2965 -2.3393 0.5440
H 4.0406 -0.1442 -0.6772
H 2.8581 1.0325 -1.2962
H 3.4012 1.1401 0.3669
H -0.3612 -0.3689 2.0164
H -1.3030 1.9508 1.0538
H -2.4780 0.7494 1.6327
H -3.2183 1.3996 -0.6199
H -1.5705 1.2177 -1.2397
H -3.5182 -0.9735 -0.4065
H -2.4617 -0.9101 -1.8345
```

Calculated values
E_HOMO (eV): -8.43
Orbital gap (eV): 9.103
Multiplicity: 1

Löwdin atomic charge list, values in e, 8 entries: 0.06 -0.28 -0.06 -0.31 0.06 -0.48 -0.23 -0.25

---

ii.
The following is a DFT calculation (ωB97M-V with the def2-TZVPD basis set) of C8H12OS as an isolated structure.

```
22
C8H12OS | OMol25 | ωB97M-V with the def2-TZVPD basis set
C -1.2287 -0.9880 1.1085
C -2.5511 -0.9367 1.0807
C 2.0263 0.5282 -0.4496
C 1.5591 -0.9030 -0.6897
C 1.1761 1.1901 0.6300
C 0.0798 -0.9187 -1.0927
C -0.2964 1.2075 0.2074
C -0.7624 -0.1989 -0.0682
O -3.3435 1.2303 -0.3453
S -2.8111 -0.1161 -0.5307
H -0.5778 -1.4932 1.8091
H -3.3099 -1.3295 1.7329
H 3.0766 0.5401 -0.1514
H 1.9325 1.0927 -1.3794
H 2.1543 -1.3632 -1.4805
H 1.7003 -1.4919 0.2195
H 1.2807 0.6345 1.5654
H 1.5189 2.2115 0.8066
H -0.0356 -0.4161 -2.0575
H -0.2677 -1.9481 -1.1999
H -0.9101 1.6632 0.9862
H -0.4103 1.8052 -0.7016
```

Calculated values
E_HOMO (eV): -8.58
Orbital gap (eV): 9.380
Multiplicity: 1

Löwdin atomic charge list, values in e, 8 entries: -0.14 -0.22 -0.21 -0.19 -0.19 -0.17 -0.17 -0.46

---

Preferred: i; penalty for the next structure: 106.6 kJ/mol.